## A
The following is a DFT calculation (ωB97M-V/def2-TZVPD) of a structure of composition H16O8Pb.

Last column: Mulliken charge in e.
Geometry (Å):
Pb: -0.04 0.27 -0.11  1.3239
O: 1.89 0.26 1.44  -0.4723
H: 2.34 -0.57 1.68  0.3039
H: 1.94 0.76 2.19  0.2561
O: -0.74 -1.15 1.87  -0.5029
H: -0.30 -1.95 2.11  0.2873
H: -0.75 -0.64 2.71  0.2848
O: -0.48 1.71 1.63  -0.4340
H: -0.47 1.47 2.56  0.2552
H: -0.63 2.63 1.55  0.2550
O: -0.77 -0.76 -2.22  -0.4879
H: -0.63 -0.95 -3.16  0.2692
H: -1.25 -1.53 -1.96  0.2956
O: -2.38 0.18 0.10  -0.4672
H: -3.06 0.19 -0.58  0.3048
H: -2.63 -0.64 0.46  0.2977
O: -0.90 2.15 -1.35  -0.5597
H: -1.64 2.65 -1.02  0.3153
H: -1.08 1.97 -2.28  0.3139
O: 2.08 0.40 -1.41  -0.5568
H: 2.90 0.15 -0.95  0.3010
H: 2.22 0.02 -2.29  0.3102
O: 1.19 -2.01 -0.48  -0.4673
H: 1.07 -2.63 0.28  0.2802
H: 2.10 -1.98 -0.76  0.2940

Summary:
* HOMO energy: -16.525 eV
* charge: +2
* Kohn-Sham gap: 0.3670 Ha

***

## B
The following is a DFT calculation (ωB97M-V/def2-TZVPD) of a structure of composition H16O8Pb.

Last column: Mulliken charge in e.
Geometry (Å):
Pb: 0.00 0.13 0.01  1.5535
O: 2.23 -1.20 0.85  -0.5277
H: 2.65 -0.65 1.54  0.3012
H: 2.41 -2.15 1.01  0.2801
O: -0.59 2.55 -0.41  -0.5736
H: -0.34 3.05 -1.19  0.3192
H: -0.47 3.17 0.35  0.3205
O: 2.15 0.86 -0.86  -0.5300
H: 2.76 0.14 -0.98  0.3279
H: 2.49 1.61 -1.38  0.2693
O: -0.22 -2.33 -1.06  -0.5229
H: -0.33 -3.03 -0.40  0.2846
H: -0.37 -2.74 -1.92  0.2717
O: -1.38 -1.45 1.92  -0.5246
H: -2.27 -1.37 2.27  0.2830
H: -0.90 -1.98 2.59  0.2831
O: 0.82 1.18 2.26  -0.5271
H: 1.69 1.55 2.47  0.3024
H: 0.42 0.85 3.07  0.3022
O: -0.37 0.52 -2.46  -0.5446
H: -0.01 0.07 -3.25  0.2825
H: -1.25 0.80 -2.67  0.3086
O: -2.70 0.28 -0.72  -0.5438
H: -3.41 0.75 -0.23  0.3010
H: -3.01 -0.64 -0.79  0.3035

Summary:
* HOMO energy: -17.814 eV
* charge: +2
* Kohn-Sham gap: 0.4331 Ha

***

Quick ranking, most stable first: B, A.

***

## A
The following is a DFT calculation (ωB97M-V/def2-TZVPD) of a cluster of 2 separate species, H5N2P in total.

Last column: Mulliken charge in e.
Geometry (Å):
N: -1.20 1.47 0.03  -0.1148
N: -1.40 0.18 0.16  -0.5241
P: 1.52 -1.39 0.24  -0.0822
H: -1.35 1.82 -0.90  0.2363
H: -0.61 2.01 0.65  0.2102
H: -1.11 -0.15 1.09  0.2169
H: 1.70 -0.83 -1.02  0.0271
H: 1.30 -2.65 -0.32  0.0306

Summary:
* HOMO energy (alpha / beta): -7.529 / -8.624 eV
* Kohn-Sham gap (alpha / beta): 0.2426 / 0.3536 Ha

***

## B
The following is a DFT calculation (ωB97M-V/def2-TZVPD) of the molecule H5N2P.

Last column: Mulliken charge in e.
Geometry (Å):
N: -0.95 0.62 0.55  -0.5088
N: 0.08 0.72 -0.44  -0.3162
P: 0.59 -0.55 -1.28  0.1962
H: -1.85 0.28 0.15  0.2293
H: -0.47 -0.17 1.15  0.2403
H: 1.33 0.31 -1.87  0.0408
H: 0.07 -1.33 -2.21  0.0568
H: 1.57 -1.62 -1.09  0.0616

Summary:
* HOMO energy: -8.703 eV
* structure (SMILES): NN=[PH3]
* Kohn-Sham gap: 0.3267 Ha

***

Quick ranking, most stable first: A, B.

***

## A
The following is a DFT calculation (ωB97M-V/def2-TZVPD) of a structure of composition C4H7KO2.

Last column: Mulliken charge in e.
Geometry (Å):
H: -1.09 -0.07 -0.77  0.2699
O: -2.77 -0.69 -1.53  -0.2535
K: -2.22 1.59 2.00  0.7707
C: -2.74 0.33 -0.65  -0.1912
O: -3.92 0.88 -0.66  -0.1632
C: -4.25 1.80 0.48  -0.9498
C: -1.60 -1.26 -0.91  0.0033
C: -0.43 -1.68 -1.78  -1.1778
H: -4.55 2.74 -0.02  0.1733
H: -5.19 1.37 0.88  0.1925
H: -1.97 -2.16 -0.40  0.3664
H: -0.12 -0.77 -2.31  0.3036
H: 0.41 -1.72 -1.07  0.3310
H: -0.75 -2.50 -2.44  0.3249

Summary:
* HOMO energy: -6.543 eV
* Kohn-Sham gap: 0.2210 Ha

***

## B
The following is a DFT calculation (ωB97M-V/def2-TZVPD) of a structure of composition C4H7KO2.

Last column: Mulliken charge in e.
Geometry (Å):
O: -1.16 1.34 -1.02  -0.4577
C: -2.33 0.64 -1.11  0.2366
C: -2.49 -0.54 -0.51  -0.7647
H: -1.64 -1.08 -0.08  0.2167
H: -3.14 1.16 -1.62  0.2866
H: -3.46 -1.02 -0.55  0.2379
K: 0.23 1.17 1.08  0.8352
C: 2.81 -0.01 1.04  0.0293
C: 2.13 -1.18 0.89  -0.8510
O: 2.52 1.08 0.37  -0.8835
H: 3.72 -0.04 1.67  0.2807
H: 1.40 -1.35 0.09  0.3390
H: 2.36 -2.03 1.55  0.2081
H: -0.95 1.86 -1.81  0.2869

Summary:
* HOMO energy: -6.603 eV
* Kohn-Sham gap: 0.2319 Ha

***

Quick ranking, most stable first: B, A.

***

## A
The following is a DFT calculation (ωB97M-V/def2-TZVPD) of the molecule C4H3ClFNO.

Last column: Mulliken charge in e.
Geometry (Å):
C: 0.28 -0.70 0.83  -0.4585
C: 0.68 0.68 0.98  0.3033
C: 0.15 1.39 -0.11  0.4521
C: -0.38 0.45 -0.92  -0.7426
H: -1.06 -2.50 -0.62  0.3790
H: 0.69 -1.58 1.45  0.2942
H: -0.87 0.62 -1.88  0.3891
N: -0.35 -0.84 -0.31  0.2142
O: -0.42 -1.96 -1.18  -0.3725
F: 1.31 1.37 2.00  -0.2740
Cl: -0.03 3.09 -0.25  -0.1842

Summary:
* HOMO energy: -8.670 eV
* structure (SMILES): On1cc(F)c(Cl)c1
* Kohn-Sham gap: 0.3358 Ha

***

## B
The following is a DFT calculation (ωB97M-V/def2-TZVPD) of the molecule C4H3ClFNO.

Last column: Mulliken charge in e.
Geometry (Å):
C: 0.45 1.06 -0.07  -0.5113
C: -0.92 1.07 -0.05  0.3961
C: -1.31 -0.33 -0.04  0.1299
C: -0.18 -1.09 -0.13  -0.4886
H: 2.40 -0.78 0.83  0.3486
H: 1.16 1.89 -0.10  0.3765
H: -0.08 -2.16 -0.23  0.4137
N: 0.87 -0.25 -0.07  0.2749
O: 2.18 -0.66 -0.09  -0.4375
F: -1.68 2.15 -0.04  -0.2904
Cl: -2.90 -0.90 -0.02  -0.2119

Summary:
* HOMO energy: -8.797 eV
* structure (SMILES): On1cc(F)c(Cl)c1
* Kohn-Sham gap: 0.3432 Ha

***

Quick ranking, most stable first: B, A.